(1)
Formula: C15H30FO15V
Source: the OMol25 dataset
Level of theory: ωB97M-V/def2-TZVPD

Structure (XYZ):
```
62
C15H30FO15V | the OMol25 dataset | ωB97M-V/def2-TZVPD
V -0.124 -0.167 -0.421
F -0.762 -0.601 -2.341
C -3.072 -2.138 -1.619
O -3.506 -2.400 -0.281
C -2.671 -2.056 0.667
O -1.585 -1.532 0.541
O -3.201 -2.437 1.819
C -2.548 -2.154 3.046
H -3.023 -1.072 -1.838
H -3.830 -2.543 -2.287
H -2.114 -2.560 -1.911
H -2.757 -2.999 3.697
H -2.948 -1.241 3.486
H -1.467 -2.046 2.944
C -0.718 2.233 3.477
O 0.188 1.163 3.721
C 0.500 0.363 2.731
O 0.222 0.515 1.570
O 1.357 -0.582 3.092
C 1.591 -0.897 4.456
H -0.945 2.471 2.444
H -0.253 3.130 3.902
H -1.592 2.167 4.124
H 2.136 -0.162 5.046
H 2.221 -1.786 4.493
H 0.643 -1.177 4.917
C 1.714 2.741 -4.098
O 1.316 2.589 -2.747
C 2.002 1.727 -1.982
O 1.532 1.283 -0.970
O 3.165 1.418 -2.497
C 4.052 0.563 -1.793
H 1.441 1.911 -4.752
H 2.788 2.880 -4.217
H 1.264 3.631 -4.535
H 4.120 -0.463 -2.146
H 3.894 0.659 -0.720
H 5.086 0.895 -1.924
C 2.356 -3.655 0.939
O 2.651 -3.584 -0.459
C 2.126 -2.588 -1.136
O 1.462 -1.708 -0.650
O 2.436 -2.700 -2.395
C 1.675 -1.974 -3.343
H 2.214 -4.685 1.246
H 1.447 -3.114 1.211
H 3.166 -3.109 1.424
H 1.578 -2.402 -4.344
H 2.065 -0.960 -3.370
H 0.597 -1.999 -3.135
C -0.548 4.146 -0.425
O -1.876 3.771 -0.048
C -2.257 2.528 -0.116
O -1.541 1.557 -0.245
O -3.579 2.481 0.079
C -4.224 1.239 -0.155
H 0.222 3.712 0.217
H -0.486 5.225 -0.344
H -0.354 3.760 -1.424
H -3.853 0.422 0.469
H -4.121 0.976 -1.208
H -5.271 1.334 0.120
```

Its expectation value of S² is 3.75. Its charge is +1. Its HOMO energy (spin up / spin down) is -10.24 / -12.74 eV. The energy above the lowest of the compared OMol25 structures with the same formula, charge and spin is 1.277 eV. The spin multiplicity is 4. The calculation puts the orbital gap (spin up / spin down) at 8.33 / 10.83 eV.

(2)
Formula: C6H6O3S
Source: the OMol25 dataset
Level of theory: ωB97M-V/def2-TZVPD

Structure (XYZ):
```
16
C6H6O3S | the OMol25 dataset | ωB97M-V/def2-TZVPD
C -1.624 -1.151 -0.951
C -1.738 -0.050 -0.134
O -2.793 0.161 0.736
C -0.478 0.913 0.107
O -0.757 2.030 0.528
C 0.929 0.484 -0.325
S 2.243 1.846 -0.240
C 1.362 -0.661 0.536
C 2.433 -1.364 0.489
O 3.428 -1.935 0.489
H -2.528 -1.630 -1.035
H -0.867 -1.494 -1.629
H -2.432 0.976 1.178
H 0.723 0.321 -1.347
H 1.645 2.636 0.571
H 0.452 -1.084 1.027
```

Its charge is 0. Its HOMO energy is -9.23 eV. The energy above the lowest of the compared OMol25 structures with the same formula, charge and spin is 2.411 eV. The spin multiplicity is 1. As for the SMILES: C=C(O)C(=O)[C@@H](S)C=C=O. The calculation puts the orbital gap at 9.14 eV.

(3)
Formula: C6H10O
Source: the OMol25 dataset
Level of theory: ωB97M-V/def2-TZVPD

Structure (XYZ):
```
17
C6H10O | the OMol25 dataset | ωB97M-V/def2-TZVPD
C -1.701 -0.120 1.201
C -1.551 0.875 0.083
C -0.912 -0.480 -0.024
C 0.594 -0.630 0.008
C 1.228 -0.331 -1.337
C 2.148 0.960 1.114
O 1.079 0.230 1.104
H -1.148 0.076 2.114
H -2.665 -0.602 1.338
H -2.411 1.090 -0.544
H -0.898 1.725 0.265
H -1.379 -1.187 -0.708
H 0.852 -1.644 0.337
H 2.287 -0.600 -1.378
H 0.706 -0.919 -2.096
H 2.654 0.831 0.119
H 1.117 0.727 -1.596
```

Its charge is 0. Its HOMO energy is -8.36 eV. The energy above the lowest of the compared OMol25 structures with the same formula, charge and spin is 3.611 eV. The spin multiplicity is 1. The calculation puts the orbital gap at 9.14 eV.

(4)
Formula: C50H43FeN3O2PS3
Source: the OMol25 dataset
Level of theory: ωB97M-V/def2-TZVPD

Structure (XYZ):
```
103
C50H43FeN3O2PS3 | the OMol25 dataset | ωB97M-V/def2-TZVPD
Fe -0.085 -0.091 0.173
C 1.915 0.043 7.083
C 2.018 1.076 6.162
C 1.419 0.956 4.919
C 0.719 -0.201 4.579
C 0.618 -1.233 5.506
C 1.217 -1.109 6.752
P 0.083 -0.343 2.866
C -1.129 -1.704 3.069
C -1.070 -2.862 2.314
C -2.104 -3.792 2.335
C -3.217 -3.565 3.129
C -3.283 -2.412 3.907
C -2.251 -1.487 3.873
C 1.603 -0.966 2.048
C 2.647 -1.639 2.688
C 3.847 -1.820 2.024
C 4.011 -1.287 0.747
C 2.968 -0.625 0.120
C 1.721 -0.462 0.739
H 2.375 0.137 8.056
H 2.561 1.976 6.415
H 1.507 1.764 4.202
H 0.084 -2.142 5.261
H 1.138 -1.918 7.465
H -0.190 -3.054 1.715
H -2.024 -4.694 1.741
H -4.020 -4.289 3.164
H -4.136 -2.241 4.549
H -2.315 -0.594 4.486
H 2.537 -1.993 3.704
H 4.666 -2.333 2.509
H 4.966 -1.396 0.249
H 3.146 -0.235 -0.879
N -1.409 -0.098 -3.810
C -0.396 0.116 -4.750
C -0.681 0.021 -6.107
C 0.335 0.217 -7.019
C 1.641 0.504 -6.597
C 1.933 0.605 -5.258
C 0.907 0.419 -4.318
S 1.282 0.588 -2.656
N -0.113 0.272 -1.895
C -1.238 -0.059 -2.477
C -2.402 -0.382 -1.567
C -3.628 -0.823 -2.005
C -4.619 -1.034 -1.040
C -4.326 -0.777 0.284
C -3.043 -0.356 0.632
N -2.093 -0.181 -0.282
H -2.333 -0.288 -4.170
H -1.685 -0.207 -6.440
H 0.119 0.147 -8.076
H 2.423 0.648 -7.329
H 2.937 0.830 -4.923
H -3.846 -1.048 -3.039
H -5.592 -1.400 -1.336
H -5.063 -0.913 1.062
H -2.761 -0.182 1.662
C -5.836 2.703 -2.362
C -4.413 2.815 -1.890
C -4.095 2.735 -0.534
C -2.786 2.838 -0.095
C -1.776 3.033 -1.027
C -2.065 3.115 -2.383
C -3.381 3.009 -2.808
S -0.073 3.061 -0.557
C 0.002 4.488 0.483
O 0.148 1.917 0.396
H -6.525 2.580 -1.529
H -5.959 1.853 -3.034
H -6.133 3.595 -2.914
H -4.890 2.597 0.188
H -2.550 2.745 0.958
H -1.268 3.284 -3.098
H -3.614 3.097 -3.862
H -0.762 4.412 1.255
H -0.145 5.373 -0.134
H 0.996 4.492 0.924
O 0.065 -2.055 -0.803
S 1.069 -3.140 -0.427
C 1.759 -3.634 -1.996
C 1.258 -3.101 -3.170
C 1.834 -3.468 -4.381
C 2.903 -4.350 -4.402
C 3.392 -4.881 -3.213
C 2.823 -4.525 -2.002
C 0.149 -4.621 -0.091
C -0.972 -4.943 -0.847
C -1.674 -6.094 -0.545
C -1.254 -6.911 0.504
C -0.139 -6.576 1.254
C 0.569 -5.415 0.964
H 0.403 -2.441 -3.120
H 1.443 -3.074 -5.311
H 3.354 -4.634 -5.342
H 4.222 -5.574 -3.232
H 3.205 -4.936 -1.077
H -1.279 -4.299 -1.661
H -2.544 -6.368 -1.126
H -1.805 -7.812 0.734
H 0.176 -7.209 2.071
H 1.432 -5.129 1.553
```

Its expectation value of S² is 0.84. Its charge is +2. Its HOMO energy (spin up / spin down) is -12.13 / -12.10 eV. The energy above the lowest of the compared OMol25 structures with the same formula, charge and spin is 0.000 eV. The spin multiplicity is 2. The calculation puts the orbital gap (spin up / spin down) at 5.94 / 3.91 eV.